(1)
Here is a molecular structure, C21H46AlBeCl3F6IN3O11S in a non-equilibrium geometry from OMol25. Energies are from ωB97M-V/def2-TZVPD.

Energy relative to the best compared isomer or geometry (same formula, charge and spin) (kJ/mol): 208.3
Highest occupied orbital energy (eV): -8.815
Lowest unoccupied orbital energy (Ha): -0.2585
Electronic energy (Ha): -4752.29464
Maximum force (eV/Å): 3.99

ORCA input file:
```
! wB97M-V def2-TZVPD RIJCOSX def2/J DEFGRID3
* xyz 0 1
C 3.88 -0.01 3.51
C 2.79 -1.10 3.53
C 3.26 -2.27 2.64
O 2.47 -3.45 2.71
C 1.34 -3.50 1.83
C 0.28 -4.33 2.59
C 0.36 -5.88 2.24
C -0.03 -6.23 0.82
F -1.38 -6.42 0.84
N -1.16 -3.87 2.42
C -1.23 -2.35 2.53
Cl -0.50 -1.79 4.07
C -2.69 -1.84 2.52
C -3.50 -2.07 1.22
C -3.84 -0.68 0.61
C -4.87 0.04 1.53
O -5.65 1.03 0.81
C -6.78 0.41 0.30
O -7.64 -0.04 0.99
C -0.45 -1.87 1.28
N 0.96 -2.21 1.27
C 1.43 -2.02 -0.12
C 1.92 -0.54 -0.25
C 3.39 -0.41 -0.75
I 3.35 0.42 -2.73
H 3.44 0.88 3.98
H 4.07 0.26 2.45
H 4.80 -0.33 4.01
H 2.57 -1.44 4.55
H 1.90 -0.66 3.05
H 4.24 -2.56 3.07
H 3.49 -1.94 1.62
H 1.67 -4.13 0.99
H 0.53 -4.30 3.66
H 1.32 -6.29 2.58
H -0.40 -6.36 2.88
H 0.31 -5.52 0.05
H 0.42 -7.20 0.55
H -1.70 -4.25 3.20
H -1.63 -4.13 1.50
H -3.19 -2.39 3.34
H -2.68 -0.79 2.84
H -3.01 -2.72 0.49
H -4.46 -2.53 1.49
H -2.97 -0.02 0.57
H -4.32 -0.77 -0.38
H -5.48 -0.66 2.11
H -4.29 0.61 2.27
H -6.86 0.38 -0.80
H -1.02 -2.30 0.43
H -0.59 -0.78 1.20
H 2.31 -2.64 -0.34
H 0.67 -2.27 -0.87
H 1.22 0.05 -0.87
H 1.91 -0.09 0.76
H 3.92 -1.36 -0.79
H 3.95 0.25 -0.09
N -3.67 2.93 0.32
O -4.16 3.99 0.82
O -3.89 2.72 -0.91
O -2.98 2.19 0.97
Be -3.22 4.88 -0.93
C 5.89 2.83 3.06
Cl 7.17 4.04 2.93
Cl 5.04 2.62 1.52
H 6.33 1.88 3.34
H 5.18 3.15 3.81
O 1.15 4.48 -2.76
S 0.50 4.46 -4.04
O 0.16 3.23 -4.68
O 1.32 5.38 -5.05
C 2.71 5.06 -5.28
C 2.90 3.80 -6.10
C -0.95 5.45 -3.95
H 3.24 4.99 -4.32
H 3.13 5.91 -5.81
H 2.53 2.92 -5.57
H 3.95 3.64 -6.31
H 2.35 3.87 -7.04
H -0.72 6.41 -3.49
H -1.67 4.90 -3.34
H -1.35 5.59 -4.95
O -7.16 2.58 3.29
H -8.04 2.89 3.05
H -6.96 1.91 2.63
F 1.07 -2.15 -6.08
Al 2.11 -3.10 -5.10
F 3.74 -2.63 -5.35
F 1.92 -4.76 -5.48
F 1.71 -2.84 -3.43
O -1.04 8.84 -3.59
H -1.47 9.71 -3.56
H -0.32 8.96 -4.21
F -2.33 -3.77 -0.31
*
```

Löwdin atomic charge list, values in e, 5 entries: C -0.123; C -0.245; C -0.205; O -0.083; C -0.279

---

(2)
Here is a molecular structure, C21H46BrFNbO7S2 in a non-equilibrium geometry from OMol25. Energies are from ωB97M-V/def2-TZVPD.

Energy relative to the best compared isomer or geometry (same formula, charge and spin) (kJ/mol): 0.0
Highest occupied orbital energy (eV): -5.204
Lowest unoccupied orbital energy (Ha): 0.0620
Electronic energy (Ha): -4881.59583
Maximum force (eV/Å): 1.80

ORCA input file:
```
! wB97M-V def2-TZVPD RIJCOSX def2/J DEFGRID3
* xyz -1 1
C 3.01 1.87 2.54
O 2.24 2.87 1.91
C 0.86 2.81 2.23
C 0.12 3.89 1.49
C -0.44 3.52 0.14
C 0.53 3.67 -1.01
C 1.53 2.53 -1.17
C 1.30 1.79 -2.47
C 2.25 0.64 -2.82
C 2.91 -0.19 -1.71
C 2.28 -1.59 -1.54
Nb 0.38 -1.62 -0.38
Br -0.69 -2.62 -2.58
C -1.63 -2.17 0.54
C -2.40 -0.89 0.83
C -3.79 -1.20 1.34
S -4.66 0.29 1.93
S 1.03 -3.97 0.55
O 1.28 -4.91 -0.49
O 2.09 -3.81 1.50
F -0.13 -4.67 1.43
H 3.68 1.43 1.82
H 2.39 1.07 2.93
H 3.59 2.30 3.36
H 0.46 1.84 1.94
H 0.75 2.94 3.31
H -0.72 4.17 2.12
H 0.76 4.76 1.42
H -0.82 2.50 0.14
H -1.28 4.17 -0.05
H -0.02 3.81 -1.94
H 1.09 4.59 -0.83
H 2.56 2.87 -1.11
H 1.41 1.83 -0.35
H 0.27 1.46 -2.51
H 1.39 2.51 -3.27
H 1.70 -0.06 -3.44
H 3.03 1.05 -3.45
H 2.99 0.32 -0.76
H 3.93 -0.39 -2.02
H 2.22 -2.05 -2.52
H 2.98 -2.21 -0.98
H -0.24 0.02 -0.71
H 1.05 -0.95 1.15
H -2.21 -2.80 -0.12
H -1.46 -2.70 1.47
H -1.89 -0.33 1.61
H -2.49 -0.26 -0.04
H -4.43 -1.62 0.57
H -3.75 -1.88 2.18
H -4.03 0.34 3.09
O -2.15 -0.03 4.30
C -1.95 -0.96 5.03
O -2.94 -1.86 5.17
C -2.76 -3.11 5.85
C -2.96 -2.97 7.35
C -0.67 -1.13 5.81
H -1.80 -3.55 5.60
H -3.53 -3.76 5.43
H -2.22 -2.31 7.79
H -2.88 -3.95 7.83
H -3.95 -2.56 7.56
H -0.75 -0.54 6.73
H 0.14 -0.73 5.21
H -0.43 -2.15 6.08
O 2.35 2.35 -5.94
C 1.54 1.58 -6.38
O 0.51 1.24 -5.58
C -0.57 0.39 -5.99
C -0.24 -1.07 -5.77
C 1.71 0.90 -7.72
H -0.86 0.61 -7.01
H -1.40 0.69 -5.34
H 0.60 -1.39 -6.39
H -1.11 -1.69 -6.03
H 0.02 -1.25 -4.73
H 2.36 0.04 -7.59
H 2.18 1.61 -8.39
H 0.78 0.57 -8.17
*
```

Löwdin atomic charge list, values in e, 5 entries: C -0.109; O -0.200; C -0.240; C -0.183; C -0.208

---

(3)
Here is 3 unconnected molecules or ions with the total composition C21H46F5N6O3SSi4 in a non-equilibrium geometry from OMol25. Energies are from ωB97M-V/def2-TZVPD.

Energy relative to the best compared isomer or geometry (same formula, charge and spin) (kJ/mol): 0.0
Highest occupied orbital energy (eV): -11.457
Lowest unoccupied orbital energy (Ha): -0.1759
Electronic energy (Ha): -3437.47630
Maximum force (eV/Å): 2.93

ORCA input file:
```
! wB97M-V def2-TZVPD RIJCOSX def2/J DEFGRID3
* xyz 1 1
C -7.34 -0.67 -3.27
C -7.34 0.46 -2.18
N -6.09 0.54 -1.38
N -6.28 0.55 -0.10
N -5.07 0.59 0.44
C -4.16 0.61 -0.55
C -2.63 0.63 -0.37
F -2.18 1.89 -0.61
F -2.01 -0.32 -1.10
C -2.27 0.32 1.15
F -2.57 -0.95 1.44
F -0.92 0.42 1.22
F -2.79 1.20 1.99
N -4.83 0.60 -1.77
C -4.36 0.63 -3.17
C -3.11 1.52 -3.43
S -3.57 3.30 -3.17
C -2.08 4.21 -2.82
N -1.94 5.46 -3.19
N -0.74 5.95 -2.80
C -0.17 4.95 -2.17
O -0.94 3.83 -2.16
H -7.12 -1.64 -2.77
H -6.58 -0.53 -4.07
H -8.34 -0.70 -3.76
H -8.17 0.21 -1.48
H -7.55 1.46 -2.61
H -4.25 -0.41 -3.55
H -5.19 1.08 -3.77
H -2.89 1.43 -4.52
H -2.19 1.21 -2.90
H 0.81 4.88 -1.68
O 2.88 2.28 5.64
Si 4.36 2.58 4.96
C 4.40 4.28 4.18
C 4.75 1.30 3.65
C 5.70 2.50 6.27
Si 1.29 2.17 5.22
C 0.25 1.78 6.73
C 1.03 0.81 3.96
C 0.68 3.78 4.49
H 3.70 4.34 3.34
H 5.40 4.50 3.80
H 4.13 5.04 4.91
H 4.69 0.29 4.06
H 5.76 1.45 3.25
H 4.05 1.37 2.81
H 5.73 1.51 6.74
H 5.53 3.24 7.05
H 6.68 2.69 5.82
H 0.55 0.83 7.17
H -0.81 1.70 6.45
H 0.35 2.56 7.48
H 1.55 1.04 3.02
H -0.03 0.69 3.73
H 1.41 -0.14 4.33
H 1.20 4.01 3.55
H 0.85 4.61 5.18
H -0.39 3.73 4.28
O 1.20 -3.87 -3.13
Si 1.74 -5.42 -3.34
C 1.75 -6.35 -1.70
C 3.48 -5.42 -4.02
C 0.64 -6.34 -4.53
Si 1.57 -2.49 -2.30
C 0.33 -1.14 -2.69
C 3.27 -1.87 -2.77
C 1.53 -2.80 -0.45
H 2.46 -5.90 -1.01
H 2.03 -7.39 -1.86
H 0.75 -6.33 -1.25
H 3.53 -4.85 -4.95
H 3.81 -6.44 -4.23
H 4.18 -4.98 -3.31
H 0.62 -5.85 -5.51
H -0.39 -6.39 -4.16
H 0.99 -7.37 -4.67
H 0.33 -0.91 -3.76
H 0.57 -0.23 -2.14
H -0.68 -1.46 -2.41
H 4.04 -2.59 -2.47
H 3.49 -0.92 -2.27
H 3.35 -1.72 -3.85
H 2.31 -3.51 -0.16
H 0.57 -3.20 -0.14
H 1.71 -1.87 0.10
*
```

Löwdin atomic charge list, values in e, 5 entries: C -0.059; C -0.107; N -0.078; N 0.162; N 0.168